One molecule with the formula C8H18O at a distorted geometry. Source: the OMol25 dataset; level of theory: ωB97M-V/def2-TZVPD.

Cartesian coordinates (Å):
C 1.92 1.12 0.86
C 1.64 0.03 -0.16
C 2.71 -1.05 -0.07
C 0.22 -0.70 0.01
C -1.03 0.15 -0.20
C -0.94 1.06 -1.42
C -1.42 0.94 1.04
C -2.21 -0.92 -0.47
O -2.32 -1.81 0.63
H 1.32 2.00 0.68
H 2.97 1.43 0.80
H 1.74 0.76 1.87
H 1.67 0.46 -1.17
H 2.56 -1.83 -0.82
H 2.70 -1.52 0.91
H 3.71 -0.63 -0.23
H 0.19 -1.14 1.00
H 0.22 -1.51 -0.73
H -1.91 1.49 -1.64
H -0.60 0.51 -2.29
H -0.25 1.88 -1.23
H -0.67 1.68 1.31
H -2.36 1.47 0.86
H -1.56 0.27 1.88
H -2.00 -1.48 -1.39
H -3.14 -0.36 -0.61
H -3.15 -2.28 0.56

## Properties
Lowest unoccupied orbital energy (eV): 0.83
Charge: 0
Max |F| (eV/A): 2.08
Energy relative to the best compared isomer or geometry (same formula, charge and spin) (eV): 0.227
SMILES: CC(C)CC(C)(C)CO
M (g mol⁻¹): 130.2
Orbital gap (eV): 10.93

Just the Löwdin charges please, in e? Sure, here they are: -0.084, -0.402, -0.095, -0.127, -0.525, -0.050, -0.045, -0.221, -0.063, 0.059, 0.075, 0.085, 0.120, 0.073, 0.081, 0.073, 0.120, 0.115, 0.083, 0.087, 0.079, 0.064, 0.085, 0.084, 0.118, 0.118, 0.091

=====

C14H19FN2S as an isolated structure at a distorted geometry. Source: the OMol25 dataset; level of theory: ωB97M-V/def2-TZVPD.

Cartesian coordinates (Å):
C 2.93 0.42 2.26
C 2.86 -0.95 1.52
C 3.37 -0.86 0.07
C 2.30 -0.85 -1.01
C 1.45 0.42 -1.09
C 0.33 0.63 -0.05
C -0.91 -0.19 -0.27
C -0.87 -1.60 -0.11
C -1.94 -2.42 -0.35
C -3.16 -1.84 -0.76
N -4.30 -2.48 -1.04
S -5.36 -1.31 -1.43
N -4.44 -0.03 -1.27
C -3.22 -0.43 -0.89
C -2.10 0.41 -0.64
C -2.31 1.89 -0.79
C -2.18 2.68 0.51
F -1.30 3.74 0.34
H 2.04 0.61 2.86
H 3.00 1.23 1.54
H 3.82 0.46 2.87
H 3.48 -1.63 2.09
H 1.84 -1.31 1.55
H 4.05 -0.02 -0.04
H 3.98 -1.75 -0.11
H 1.71 -1.75 -0.94
H 2.82 -0.92 -1.96
H 0.96 0.42 -2.06
H 2.09 1.29 -1.07
H 0.67 0.48 0.98
H 0.06 1.67 -0.12
H 0.04 -2.07 0.22
H -1.85 -3.49 -0.22
H -1.65 2.32 -1.54
H -3.32 2.05 -1.16
H -1.76 2.06 1.30
H -3.13 3.10 0.83

## Properties
Lowest unoccupied orbital energy (eV): -0.47
Charge: 0
Max |F| (eV/A): 1.15
Energy relative to the best compared isomer or geometry (same formula, charge and spin) (eV): 0.000
M (g mol⁻¹): 266.4
Orbital gap (eV): 8.32

Just the Löwdin charges please, in e? Sure, here they are: -0.106, -0.238, -0.215, -0.209, -0.166, -0.132, -0.152, -0.019, -0.001, -0.380, -0.218, 1.007, -0.252, -0.303, -0.115, -0.107, -0.180, -0.065, 0.063, 0.063, 0.066, 0.094, 0.082, 0.106, 0.103, 0.092, 0.108, 0.115, 0.112, 0.099, 0.091, 0.093, 0.112, 0.127, 0.096, 0.115, 0.116

=====

A 2-piece molecular cluster, C5H6N overall at a distorted geometry. Source: the OMol25 dataset; level of theory: ωB97M-V/def2-TZVPD.

Cartesian coordinates (Å):
C -2.06 -0.06 0.05
C -1.86 -1.38 -0.07
C 2.59 0.14 0.05
C -2.51 1.11 0.20
C -1.80 -2.62 -0.11
N 1.42 0.22 0.42
H 2.88 -0.16 -1.00
H 3.51 0.45 0.55
H -1.84 1.66 0.82
H -3.01 1.78 -0.55
H 0.56 -0.04 -0.04
H -1.53 -3.54 -0.53

## Properties
Lowest unoccupied orbital energy (eV): -7.88
Charge: +1
Max |F| (eV/A): 3.85
Energy relative to the best compared isomer or geometry (same formula, charge and spin) (eV): 7.098
M (g mol⁻¹): 80.1
Orbital gap (eV): 4.67

Just the Löwdin charges please, in e? Sure, here they are: 0.058, 0.000, -0.144, 0.177, 0.364, 0.012, 0.077, 0.073, 0.126, 0.171, 0.003, 0.085

=====

A 2-piece molecular cluster, F2HNS overall at a distorted geometry. Source: the OMol25 dataset; level of theory: ωB97M-V/def2-TZVPD.

Cartesian coordinates (Å):
N -2.08 0.37 0.81
F -1.13 -1.79 -0.32
F 2.23 1.17 0.13
S -1.26 -0.09 -0.26
H 2.23 0.34 -0.36

## Properties
Lowest unoccupied orbital energy (eV): -1.27
Charge: 0
Max |F| (eV/A): 1.97
Energy relative to the best compared isomer or geometry (same formula, charge and spin) (eV): 0.288
M (g mol⁻¹): 85.1
Orbital gap (eV): 10.33

Just the Löwdin charges please, in e? Sure, here they are: -0.391, -0.489, -0.116, 0.888, 0.108

=====

A 2-piece molecular cluster, C2H6F2P overall at a distorted geometry. Source: the OMol25 dataset; level of theory: ωB97M-V/def2-TZVPD.

Cartesian coordinates (Å):
C -0.47 2.50 -0.67
C 0.64 -0.37 0.49
F -1.26 -0.02 -1.47
F 0.31 -3.11 1.14
P -0.18 0.90 -0.44
H 0.21 3.28 -0.39
H -1.21 2.60 -1.45
H -0.38 -3.66 0.93
H 0.28 -1.34 0.07
H 0.36 -0.36 1.53
H 1.71 -0.43 0.26

## Properties
Lowest unoccupied orbital energy (eV): -5.83
Charge: +1
Max |F| (eV/A): 4.93
Energy relative to the best compared isomer or geometry (same formula, charge and spin) (eV): 1.621
M (g mol⁻¹): 99.0
Orbital gap (eV): 10.41

Just the Löwdin charges please, in e? Sure, here they are: -0.085, -0.180, -0.241, -0.035, 1.125, 0.050, 0.051, 0.087, 0.062, 0.076, 0.090

=====

One molecule with the formula C3H2O3. Source: the OMol25 dataset; level of theory: ωB97M-V/def2-TZVPD.

Cartesian coordinates (Å):
O -2.03 -0.47 -1.32
C -1.05 -0.37 -0.66
O -1.01 -0.09 0.68
C 0.29 0.28 0.97
C 1.03 0.07 -0.11
O 0.23 -0.44 -1.11
H 0.48 0.72 1.93
H 2.04 0.33 -0.39

## Properties
Lowest unoccupied orbital energy (eV): 0.80
Charge: 0
Max |F| (eV/A): 0.65
Energy relative to the best compared isomer or geometry (same formula, charge and spin) (eV): 0.433
SMILES: O=c1occo1
M (g mol⁻¹): 86.0
Orbital gap (eV): 10.56

Just the Löwdin charges please, in e? Sure, here they are: 0.174, -0.526, 0.104, -0.059, -0.061, 0.105, 0.131, 0.131

=====

no.,E (eV)
1,-10635.498
2,-31359.042
3,-6758.080
4,-17774.906
5,-16886.032
6,-9285.094